Entry 1:
Below is a cluster of 2 separate species, C6H11NOP in total at a distorted geometry, with properties calculated with the ωB97M-V functional and the def2-TZVPD basis.

```
20
C6H11NOP the ωB97M-V functional and the def2-TZVPD basis
C -2.505 0.286 -1.037
C -1.075 0.276 -0.914
C -3.223 -0.109 0.037
C -0.802 0.126 0.431
C 2.085 0.867 0.372
C 1.496 -0.503 0.753
N 1.715 -1.477 -0.312
O 1.740 1.244 -0.867
P -2.160 -0.649 1.323
H -3.025 0.608 -1.909
H -0.359 0.684 -1.506
H -4.325 -0.194 0.134
H 1.646 1.570 1.211
H 3.148 0.815 0.526
H 1.642 -0.837 1.786
H 0.927 -2.063 -0.459
H 2.599 -1.983 -0.179
H 1.751 -0.747 -1.160
H 1.012 1.859 -0.736
H -2.290 0.226 2.505
```

The molar mass comes out at 144.1 g/mol. The value obtained for the HOMO-LUMO gap is 8.26 eV. The highest occupied orbital energy comes out at -12.675 eV. The value obtained for the energy above the lowest of the compared OMol25 structures with the same formula, charge and spin is 103.7 kcal per mole. As for the charge: +1.

=====

Entry 2:
Below is a cluster of 4 separate species, C5H19N2O4 in total at a distorted geometry, with properties calculated with the ωB97M-V functional and the def2-TZVPD basis.

```
30
C5H19N2O4 the ωB97M-V functional and the def2-TZVPD basis
C -1.446 0.993 0.116
N -0.617 1.382 -1.066
C -0.376 0.668 -2.350
O 0.438 -0.377 -2.268
C -0.826 0.422 1.471
C 0.530 0.834 1.618
C 0.852 2.350 1.350
N -0.817 -1.013 1.679
H -2.158 1.861 0.446
H -2.147 0.365 -0.235
H 0.230 1.764 -0.692
H -1.426 0.339 -2.850
H 0.068 1.500 -2.952
H -1.464 0.985 2.319
H 1.184 0.258 0.826
H 0.830 0.625 2.668
H 1.583 2.664 2.221
H -0.126 2.952 1.370
H 1.317 2.650 0.460
H -0.306 -1.287 0.889
H -1.610 -1.309 1.926
H 1.018 -2.770 -1.334
H 0.316 -1.316 -1.097
O 0.597 -2.283 -0.657
H 3.321 -0.941 -0.578
H 2.036 -0.360 -1.352
O 2.814 -0.239 -0.850
H -0.617 -3.181 -0.047
H -2.088 -3.542 -0.631
O -1.109 -3.992 -0.402
```

The molar mass comes out at 171.2 g/mol. The value obtained for the HOMO-LUMO gap (spin up / spin down) is 10.17 / 5.89 eV. Its spin multiplicity is 2. The highest occupied orbital energy (spin up / spin down) comes out at -9.662 / -9.418 eV. Its expectation value of S² is 0.76. The value obtained for the energy above the lowest of the compared OMol25 structures with the same formula, charge and spin is 84.1 kcal per mole.

=====

Entry 3:
Below is a structure of composition C29H62N3O6 at a distorted geometry, with properties calculated with the ωB97M-V functional and the def2-TZVPD basis.

```
100
C29H62N3O6 the ωB97M-V functional and the def2-TZVPD basis
C 3.702 2.738 -2.720
C 3.590 2.304 -1.248
C 3.349 0.756 -1.092
N 3.219 0.185 0.381
C 4.554 0.356 1.115
C 4.452 -0.281 2.556
C 3.928 -1.774 2.503
C 2.735 -1.961 1.632
C 2.850 -1.301 0.219
C 2.101 1.051 1.085
H 4.726 2.586 -3.061
H 3.449 3.791 -2.842
H 2.951 2.301 -3.378
H 2.779 2.861 -0.778
H 4.462 2.685 -0.717
H 4.213 0.192 -1.444
H 2.466 0.456 -1.657
H 5.289 -0.225 0.556
H 4.836 1.409 1.114
H 5.426 -0.206 3.041
H 3.715 0.270 3.140
H 4.691 -2.481 2.175
H 3.725 -2.178 3.494
H 2.494 -3.010 1.457
H 1.948 -1.423 2.159
H 3.698 -1.732 -0.313
H 1.839 -1.435 -0.166
H 2.395 2.089 1.242
H 1.872 0.587 2.045
H 1.250 1.015 0.405
C -3.770 0.904 -0.643
C -3.310 2.123 -1.517
C -1.820 2.072 -1.588
N -1.182 3.047 -2.628
C 0.306 3.003 -2.473
C 0.864 1.686 -2.990
C 0.467 1.333 -4.431
C -1.037 1.403 -4.676
C -1.709 2.705 -4.085
C -1.511 4.509 -2.278
H -3.317 0.852 0.347
H -3.510 0.008 -1.206
H -4.848 0.881 -0.484
H -3.752 3.090 -1.277
H -3.677 1.768 -2.481
H -1.535 1.108 -2.007
H -1.412 2.159 -0.581
H 0.434 3.113 -1.396
H 0.786 3.868 -2.930
H 0.641 0.820 -2.366
H 1.944 1.750 -2.854
H 0.795 0.329 -4.701
H 0.925 2.060 -5.102
H -1.507 0.455 -4.414
H -1.189 1.445 -5.755
H -2.785 2.821 -4.214
H -1.388 3.564 -4.673
H -2.582 4.701 -2.331
H -0.993 5.120 -3.017
H -1.138 4.812 -1.299
C -5.038 -0.834 2.363
C -3.646 -1.570 2.643
C -2.862 -2.024 1.387
N -1.662 -3.067 1.677
C -0.989 -3.283 0.297
C 0.379 -3.985 0.413
C 1.419 -3.283 1.323
C 0.840 -3.118 2.645
C -0.565 -2.412 2.619
C -2.173 -4.348 2.257
H -5.681 -0.784 3.243
H -5.534 -1.494 1.651
H -4.915 0.190 2.011
H -3.980 -2.497 3.109
H -2.965 -1.154 3.386
H -2.427 -1.100 1.006
H -3.629 -2.426 0.725
H -0.904 -2.290 -0.144
H -1.660 -3.872 -0.328
H 0.639 -4.054 -0.643
H 0.208 -4.982 0.819
H 1.679 -2.353 0.819
H 2.345 -3.852 1.408
H 1.439 -2.510 3.323
H 0.878 -4.089 3.138
H -0.457 -1.347 2.410
H -1.026 -2.450 3.606
H -2.738 -4.079 3.150
H -1.285 -4.969 2.374
H -2.746 -4.851 1.478
O -1.077 0.238 1.105
C -0.116 0.021 0.269
O -0.220 0.738 -0.709
O 0.731 -0.854 0.401
H -1.287 0.902 0.444
O -1.888 0.228 2.979
C -2.781 1.208 2.873
O -3.158 1.509 1.728
O -3.175 1.860 3.817
H -1.866 -0.096 2.076
```

The molar mass comes out at 548.8 g/mol. The value obtained for the HOMO-LUMO gap is 6.75 eV. The highest occupied orbital energy comes out at -8.727 eV. The value obtained for the energy above the lowest of the compared OMol25 structures with the same formula, charge and spin is 452.1 kcal per mole. As for the charge: +1.

=====

Entry 4:
Below is a structure of composition C30H41FeNO3PSi at a distorted geometry, with properties calculated with the ωB97M-V functional and the def2-TZVPD basis.

```
78
C30H41FeNO3PSi the ωB97M-V functional and the def2-TZVPD basis
Fe -0.003 0.819 -1.140
O 3.659 2.483 -0.795
C 2.815 1.695 -0.368
O 2.009 0.996 -1.045
C 2.795 1.483 1.156
C 4.033 1.589 1.794
C 4.164 1.381 3.153
C 3.038 1.095 3.918
C 1.804 1.009 3.299
C 1.665 1.175 1.918
P -0.008 1.112 1.143
C -0.871 -0.146 2.168
C -0.210 -1.270 2.657
C -0.906 -2.274 3.314
C -2.282 -2.188 3.465
C -2.957 -1.084 2.964
C -2.253 -0.072 2.327
C -0.776 2.645 1.858
C -1.016 2.814 3.224
C -1.510 4.011 3.714
C -1.776 5.064 2.845
C -1.561 4.906 1.487
C -1.064 3.699 1.001
H 4.884 1.842 1.177
H 5.140 1.441 3.619
H 3.118 0.946 4.987
H 0.937 0.786 3.906
H 0.857 -1.370 2.514
H -0.369 -3.134 3.693
H -2.827 -2.980 3.963
H -4.032 -1.010 3.065
H -2.794 0.798 1.969
H -0.840 1.996 3.909
H -1.693 4.122 4.776
H -2.155 6.003 3.231
H -1.771 5.716 0.800
H -0.899 3.562 -0.059
C 0.740 3.863 -2.030
C 0.032 2.535 -1.937
O -0.526 2.089 -2.953
H 0.170 4.587 -2.617
H 1.687 3.660 -2.537
H 0.991 4.266 -1.049
C -1.396 -2.573 -0.359
Si -0.249 -1.577 -1.543
C 1.425 -2.585 -1.401
C 2.501 -2.009 -2.326
C 1.326 -4.091 -1.652
C 1.905 -2.387 0.043
C -1.122 -1.927 -3.278
C -1.404 -3.394 -3.603
C -2.470 -1.200 -3.250
C -0.314 -1.318 -4.428
H -1.612 -3.590 -0.700
H -2.361 -2.070 -0.224
H -0.953 -2.652 0.632
H 2.258 -2.166 -3.378
H 3.464 -2.507 -2.138
H 2.638 -0.940 -2.164
H 1.190 -4.317 -2.710
H 0.502 -4.551 -1.101
H 2.252 -4.591 -1.335
H 1.979 -1.325 0.291
H 2.899 -2.835 0.174
H 1.234 -2.866 0.758
H -1.973 -3.893 -2.816
H -0.489 -3.964 -3.762
H -1.995 -3.466 -4.528
H -3.127 -1.579 -2.460
H -2.994 -1.334 -4.206
H -2.323 -0.132 -3.104
H 0.632 -1.838 -4.579
H -0.092 -0.264 -4.247
H -0.879 -1.387 -5.368
N -2.223 1.117 -0.929
H -2.502 1.435 -1.850
H -2.434 1.841 -0.253
H -2.737 0.279 -0.686
```

The molar mass comes out at 578.6 g/mol. The value obtained for the HOMO-LUMO gap (spin up / spin down) is 6.11 / 6.10 eV. The highest occupied orbital energy (spin up / spin down) comes out at -3.613 / -3.605 eV. As for the charge: -1.

=====

Entry 5:
Below is a structure of composition C29H31AsBrMgN2OS, with properties calculated with the ωB97M-V functional and the def2-TZVPD basis.

```
67
C29H31AsBrMgN2OS the ωB97M-V functional and the def2-TZVPD basis
Mg 0.080 0.076 0.551
Br 1.493 5.485 5.060
C 1.066 3.830 4.206
C 1.341 2.640 4.862
C 1.012 1.452 4.213
C 0.434 1.411 2.943
O 0.126 0.246 2.407
C 0.169 2.659 2.261
C -0.401 2.821 0.951
N -0.619 1.841 0.023
C -1.174 2.143 -1.219
C -1.348 3.493 -1.572
C -2.006 3.913 -2.714
C -2.509 2.980 -3.579
C -2.298 1.612 -3.344
C -2.788 0.703 -4.341
C -2.405 -0.624 -4.285
C -1.693 -1.062 -3.210
N -1.385 -0.272 -2.113
C -1.598 1.146 -2.186
C 0.497 3.850 2.953
H 1.788 2.636 5.846
H 1.193 0.496 4.692
H -0.666 3.846 0.731
H -0.945 4.249 -0.921
H -2.117 4.972 -2.914
H -3.041 3.270 -4.477
H -3.351 1.103 -5.174
H -2.635 -1.322 -5.081
H -1.316 -2.065 -3.148
H 0.303 4.800 2.468
C -1.795 -3.465 -1.149
C -1.601 -2.141 -0.364
C -2.977 -1.544 -0.080
C -0.694 -1.039 -1.045
C -0.878 -2.540 0.932
C -1.473 -2.518 2.188
C -0.756 -2.871 3.326
C 0.570 -3.259 3.232
C 1.179 -3.295 1.985
C 0.461 -2.943 0.853
H -2.611 -3.386 -1.868
H -2.030 -4.291 -0.472
H -0.886 -3.734 -1.695
H -3.461 -1.281 -1.021
H -2.908 -0.633 0.521
H -3.621 -2.257 0.443
H 0.110 -1.573 -1.567
H -2.496 -2.186 2.297
H -1.237 -2.814 4.294
H 1.131 -3.514 4.122
H 2.220 -3.584 1.893
H 0.945 -2.975 -0.118
C 4.418 -2.236 -0.626
As 4.139 -0.372 -1.149
C 3.057 1.924 0.731
C 2.792 -0.708 -2.519
S 2.824 0.118 0.595
H 5.027 -2.724 -1.387
H 3.468 -2.761 -0.533
H 4.944 -2.261 0.327
H 3.962 2.220 0.204
H 3.144 2.170 1.787
H 2.197 2.446 0.317
H 3.293 -1.065 -3.421
H 2.265 0.218 -2.744
H 2.073 -1.450 -2.179
```

The molar mass comes out at 634.8 g/mol. The value obtained for the HOMO-LUMO gap (spin up / spin down) is 4.58 / 4.99 eV. The highest occupied orbital energy (spin up / spin down) comes out at -2.073 / -2.473 eV. As for the charge: -1.

=====

Entry 6:
Below is a structure of composition C12H42AgF12N18O21S4 at a distorted geometry, with properties calculated with the ωB97M-V functional and the def2-TZVPD basis.

```
110
C12H42AgF12N18O21S4 the ωB97M-V functional and the def2-TZVPD basis
Ag 0.615 2.698 0.795
C 0.196 -0.930 2.888
F 0.614 0.146 3.580
F 0.512 -2.145 3.283
F -1.113 -0.783 2.786
S 1.017 -0.694 1.187
O 2.401 -0.436 1.464
O 0.962 -1.974 0.499
N 0.170 0.649 0.346
S -0.915 -0.181 -0.522
O -1.457 -1.379 0.040
O -1.964 0.746 -0.851
C -0.114 -0.740 -2.188
F -0.791 -1.722 -2.819
F -0.050 0.260 -3.054
F 1.116 -1.185 -1.958
C -0.411 5.418 -2.473
F 0.648 6.211 -2.327
F -1.336 5.587 -1.540
F -0.893 5.763 -3.657
S 0.285 3.613 -2.587
O -0.894 2.770 -2.450
O 0.959 3.585 -3.851
N 1.336 3.419 -1.205
S 2.798 3.955 -1.519
O 3.086 4.796 -2.647
O 3.362 4.382 -0.261
C 3.745 2.365 -1.968
F 3.273 1.308 -1.320
F 3.526 2.167 -3.272
F 5.043 2.547 -1.816
O -0.323 2.714 3.271
H 0.063 2.389 4.091
H -1.070 3.257 3.548
O -1.508 2.411 -5.590
H -1.196 2.270 -4.685
H -2.462 2.550 -5.495
O 1.883 -3.330 -4.467
H 1.360 -2.527 -4.566
H 1.240 -4.045 -4.507
O -4.355 1.847 1.510
H -3.600 2.157 0.992
H -5.073 1.763 0.875
O -1.707 3.083 0.398
H -1.746 2.632 -0.464
H -2.430 3.722 0.378
C 3.459 2.407 2.859
O 2.561 2.296 2.020
N 4.016 1.307 3.453
N 4.007 3.572 3.197
H 4.836 1.423 4.020
H 3.789 0.372 3.162
H 4.660 3.600 3.958
H 3.631 4.415 2.800
C 0.180 -5.367 -0.584
O -0.427 -6.411 -0.853
N 0.112 -4.308 -1.413
N 0.853 -5.104 0.555
H -0.398 -4.358 -2.268
H 0.691 -3.544 -1.097
H 1.266 -4.186 0.644
H 0.841 -5.788 1.285
C -2.392 -1.525 6.371
O -3.577 -1.368 6.043
N -1.670 -0.646 7.097
N -1.804 -2.742 6.176
H -2.153 0.240 7.144
H -0.708 -0.761 7.344
H -2.503 -3.358 5.791
H -0.807 -2.833 6.198
C -4.510 2.779 -3.191
O -4.012 2.283 -4.219
N -3.704 3.281 -2.224
N -5.837 2.800 -2.974
H -2.703 3.159 -2.337
H -4.139 3.602 -1.379
H -6.313 1.945 -3.212
H -6.216 3.302 -2.190
C 3.957 -3.096 -0.777
O 4.153 -3.000 0.438
N 3.658 -2.072 -1.608
N 4.064 -4.321 -1.390
H 3.551 -2.419 -2.544
H 3.625 -1.119 -1.300
H 4.598 -4.998 -0.879
H 3.933 -4.319 -2.385
C -4.179 -1.686 -5.133
O -5.023 -2.588 -5.540
N -3.564 -1.880 -3.979
N -3.905 -0.582 -5.795
H -2.937 -1.215 -3.548
H -3.972 -2.595 -3.388
H -4.394 -0.364 -6.649
H -3.178 0.015 -5.415
C -4.583 -2.846 2.774
O -5.159 -3.415 1.841
N -3.249 -2.598 2.787
N -5.223 -2.506 3.923
H -2.856 -2.381 3.682
H -2.663 -3.093 2.135
H -6.209 -2.686 3.829
H -4.775 -2.281 4.804
C 6.485 -0.416 1.991
O 7.583 -0.463 2.567
N 6.290 0.275 0.813
N 5.468 -1.202 2.365
H 5.297 0.471 0.747
H 6.976 1.016 0.767
H 5.715 -1.878 3.066
H 4.680 -1.353 1.748
```

The molar mass comes out at 1238.7 g/mol. The value obtained for the HOMO-LUMO gap (spin up / spin down) is 8.16 / 2.45 eV. Its spin multiplicity is 2. The highest occupied orbital energy (spin up / spin down) comes out at -9.112 / -9.112 eV. Its expectation value of S² is 0.75.

=====

Entry 7:
Below is a cluster of 6 separate species, C5H24N2O5S in total at a distorted geometry, with properties calculated with the ωB97M-V functional and the def2-TZVPD basis.

```
37
C5H24N2O5S the ωB97M-V functional and the def2-TZVPD basis
C 1.751 -2.509 -0.323
N 0.988 -2.487 -1.608
C 0.766 -1.061 -2.112
C 0.144 -0.128 -1.003
N -0.053 1.195 -1.565
C -1.409 1.613 -1.195
C -2.305 2.209 -2.317
S -3.721 0.955 -2.535
H 2.699 -2.010 -0.591
H 2.014 -3.469 0.147
H 1.135 -2.188 0.392
H 1.525 -2.886 -2.383
H 1.657 -0.592 -2.732
H -0.126 -1.243 -2.893
H -0.550 -0.780 -0.434
H 0.848 0.046 -0.177
H 0.059 1.312 -2.590
H -1.923 0.826 -0.561
H -1.276 2.368 -0.408
H -1.636 2.450 -3.206
H -2.673 3.151 -1.884
H -4.128 0.807 -1.287
O 2.952 1.214 -0.062
H 2.442 1.635 -0.687
H 2.356 0.674 0.390
O -0.627 -3.382 3.033
H 0.124 -3.413 2.480
H -1.172 -2.921 2.431
O 1.118 -1.151 2.708
H 1.376 -0.327 3.137
H 0.412 -1.459 3.256
O -1.895 0.904 2.771
H -1.653 1.192 1.908
H -2.747 1.301 3.065
O 0.911 2.495 2.194
H 0.892 3.305 2.844
H 1.725 2.356 1.797
```

The molar mass comes out at 224.3 g/mol. The value obtained for the HOMO-LUMO gap is 9.17 eV. The highest occupied orbital energy comes out at -8.864 eV. The value obtained for the energy above the lowest of the compared OMol25 structures with the same formula, charge and spin is 104.3 kcal per mole. As for the SMILES: CNCCNCCS.O.O.O.O.O.

=====

Entry 8:
Below is a cluster of 3 separate species, C10H23BN2O6 in total at a distorted geometry, with properties calculated with the ωB97M-V functional and the def2-TZVPD basis.

```
42
C10H23BN2O6 the ωB97M-V functional and the def2-TZVPD basis
H 2.105 0.035 0.890
N 2.224 -0.012 1.905
C 1.101 0.087 2.442
C 1.048 0.059 3.942
C -0.151 0.242 1.563
B -1.461 0.595 2.381
C -2.539 -0.505 2.715
C -3.838 0.042 3.357
C -4.935 -1.019 3.213
O -4.706 -2.141 3.208
O -6.198 -0.564 3.097
O -1.611 1.962 2.750
N -1.730 2.178 4.138
O -2.552 2.966 4.366
H 0.959 1.066 4.351
H 0.255 -0.583 4.327
H 1.999 -0.327 4.295
H 0.040 1.078 0.885
H -0.286 -0.678 0.991
H -2.831 -0.960 1.767
H -2.143 -1.267 3.386
H -3.684 0.283 4.407
H -4.181 0.918 2.803
H -6.187 0.341 3.440
C 0.949 -2.570 -1.779
C 0.598 -1.210 -2.354
O 1.688 -0.305 -2.203
H 1.208 -2.482 -0.723
H 0.114 -3.267 -1.880
H 1.818 -2.992 -2.290
H -0.256 -0.782 -1.830
H 0.344 -1.292 -3.416
H 2.445 -0.674 -2.675
C 2.887 2.069 -5.606
C 3.981 1.076 -5.949
O 3.820 -0.136 -5.214
H 2.895 2.291 -4.538
H 3.016 3.001 -6.160
H 1.903 1.657 -5.843
H 4.959 1.480 -5.693
H 3.973 0.846 -7.019
H 2.960 -0.504 -5.447
```

The molar mass comes out at 278.1 g/mol. The value obtained for the HOMO-LUMO gap is 9.19 eV. The highest occupied orbital energy comes out at -9.724 eV. As for the SMILES: [H]/N=C(/C)CB(CCC(=O)O)ON=O.CCO.CCO.